Here is a cluster of 2 separate species, C24H34Br2F2O8 in total from OMol25. Energies are from ωB97M-V/def2-TZVPD.

```
70
Properties=species:S:1:pos:R:3
C -3.942 3.172 -3.541
C -2.513 2.594 -3.568
O -2.394 1.506 -2.672
C -2.304 1.920 -1.326
C -1.632 0.879 -0.406
C -1.006 -0.317 -1.094
O -1.758 -1.073 -2.013
C -3.145 -1.214 -1.747
C -3.520 -2.140 -0.601
C -4.875 -2.800 -0.955
O -3.670 -1.427 0.616
C 0.178 0.198 -1.996
O 0.523 1.296 -2.250
O 0.801 -0.941 -2.409
C 0.791 -1.904 -1.334
C 0.302 -3.258 -1.852
C 0.604 -3.414 -3.316
O 1.583 -3.880 -3.777
F -0.381 -2.986 -4.096
C 2.299 -2.070 -1.035
C 2.681 -3.001 0.123
F 2.930 -0.846 -0.887
C -0.088 -1.199 -0.232
O -0.745 -2.254 0.495
C 0.736 -0.458 0.821
O -0.123 -0.140 1.907
C 0.449 0.718 2.828
C 1.704 0.495 3.387
C 2.224 1.368 4.336
C 1.454 2.463 4.729
C 0.211 2.706 4.154
C -0.298 1.833 3.195
H -4.012 4.077 -2.943
H -4.587 2.420 -3.086
H -4.298 3.324 -4.557
H -1.784 3.372 -3.320
H -2.261 2.239 -4.564
H -3.321 2.103 -0.955
H -1.784 2.879 -1.244
H -2.390 0.510 0.285
H -0.920 1.403 0.223
H -3.566 -1.652 -2.650
H -3.676 -0.269 -1.606
H -2.793 -2.950 -0.550
H -4.751 -3.732 -1.503
H -5.487 -2.086 -1.507
H -5.398 -3.027 -0.028
H -3.409 -2.006 1.338
H -0.783 -3.251 -1.775
H 0.644 -4.111 -1.280
H 2.724 -2.505 -1.940
H 3.017 -2.429 0.986
H 3.536 -3.601 -0.180
H 1.884 -3.675 0.426
H -0.084 -2.710 1.026
H 1.546 -1.078 1.194
H 1.185 0.440 0.384
H 2.289 -0.365 3.086
H 3.192 1.204 4.776
H 1.809 3.149 5.488
H -0.367 3.565 4.462
H -1.261 2.000 2.732
Br 6.779 0.833 3.828
C 6.199 1.972 2.360
C 5.934 3.380 2.819
Br 4.246 3.490 3.783
H 5.323 1.501 1.926
H 7.015 1.952 1.640
H 5.827 4.043 1.963
H 6.706 3.764 3.478
```

Values from the calculation:
Spin multiplicity   1
E_HOMO   -8.924 eV
Total charge   0
Orbital gap   9.22 eV
Electronic energy   -6884.5358 Ha

=====

Here is a cluster of 2 separate species, C8H15Br in total from OMol25. Energies are from ωB97M-V/def2-TZVPD.

```
24
Properties=species:S:1:pos:R:3
C 0.448 -2.303 2.647
C -0.293 -1.301 2.130
C 1.919 1.074 0.381
C -0.196 -0.987 -0.702
C -0.052 0.789 -2.320
C -1.947 0.694 -0.665
C 0.448 1.148 0.202
C -0.431 0.489 -0.812
Br -0.365 2.625 1.089
H 0.450 -2.182 3.794
H 1.058 -3.057 2.254
H -1.073 -0.578 2.580
H 2.356 0.274 -0.218
H 2.233 0.843 1.350
H 2.476 1.858 0.130
H -0.776 -1.528 -1.287
H -0.415 -1.207 0.412
H 0.787 -1.334 -0.925
H 0.036 1.859 -2.530
H 0.842 0.315 -2.438
H -0.635 0.161 -3.058
H -2.377 -0.108 -1.110
H -2.214 1.576 -1.204
H -2.278 0.880 0.299
```

Values from the calculation:
Spin multiplicity   1
E_HOMO (alpha / beta)   -7.460 / -8.023 eV
Total charge   0
Energy relative to the best compared isomer or geometry (same formula, charge and spin)   591.5 kJ/mol
Orbital gap (alpha / beta)   7.59 / 8.43 eV
Electronic energy   -2887.5881 Ha